Computed, not measured: a structure of composition C24H36F18MnO18P3 at a distorted geometry, with ωB97M-V/def2-TZVPD.

Each line ends with the Mulliken charge.
CARTESIAN COORDINATES (ANGSTROEM)
Mn: -0.675 -0.593 4.860  1.892
P: -2.964 -4.107 6.347  1.070
P: -0.716 2.925 7.764  1.102
P: -0.609 0.889 0.461  1.108
F: -1.630 0.618 1.628  -0.310
F: -2.598 -5.653 6.619  -0.325
F: -4.360 -4.470 5.615  -0.350
F: -1.355 1.430 7.889  -0.343
F: 0.697 1.101 -0.505  -0.340
F: -2.258 -3.846 4.921  -0.336
F: -1.768 3.024 6.515  -0.320
F: 0.427 0.841 1.787  -0.409
F: 0.331 2.598 9.035  -0.371
F: -3.518 -3.978 7.816  -0.328
F: -1.694 0.891 -0.819  -0.337
F: -1.755 3.593 8.866  -0.340
F: -0.063 4.359 7.455  -0.328
F: -0.609 2.569 0.687  -0.360
F: -3.474 -2.608 6.033  -0.376
F: -0.390 -0.715 0.529  -0.318
F: -1.562 -3.539 6.770  -0.316
F: 0.448 2.195 6.874  -0.366
O: 2.949 -6.205 3.701  -0.308
O: -3.251 -6.847 -2.137  -0.587
O: -9.253 -0.368 0.770  -0.376
O: -4.654 8.772 1.594  -0.289
O: 6.309 0.094 -4.099  -0.328
O: 3.326 -3.947 4.272  -0.561
O: -1.930 -7.234 -3.935  -0.355
O: 7.272 9.658 -2.452  -0.610
O: 8.209 0.192 -2.964  -0.598
O: 7.534 -1.743 -3.969  -0.285
O: -5.267 10.590 0.504  -0.364
O: -1.051 -6.109 -2.356  -0.303
O: -11.352 -0.473 0.165  -0.493
O: -9.703 -0.954 -1.307  -0.338
O: -5.125 10.509 3.020  -0.561
O: 6.167 7.713 -2.054  -0.304
O: 5.045 -5.446 3.565  -0.354
O: 7.073 7.988 -3.956  -0.316
C: 6.857 8.529 -2.766  0.696
C: -8.308 -1.110 -1.240  -0.310
C: 5.031 -6.757 3.045  0.441
C: 0.017 -6.414 -3.157  -0.280
C: -4.944 7.094 -0.113  -1.328
C: 7.443 -0.467 -3.689  0.622
C: -2.171 -6.680 -2.750  0.679
C: 5.891 6.552 -2.778  0.302
C: -0.552 -7.237 -4.246  0.451
C: 5.519 -0.912 -4.716  0.390
C: -4.523 8.546 0.212  0.382
C: 6.549 -2.021 -4.976  -0.494
C: 6.165 7.035 -4.173  -0.494
C: -0.311 -6.653 -5.667  -1.435
C: 4.416 6.267 -2.576  -1.294
C: 4.810 -0.322 -5.954  -1.227
C: -7.613 -1.866 1.136  -1.446
C: -8.049 -0.806 0.208  0.378
C: -5.383 9.594 -0.428  -0.399
C: -5.032 9.990 1.858  0.644
C: 3.770 -5.073 3.912  0.638
C: 3.676 -7.342 3.290  -0.323
C: -10.236 -0.591 -0.130  0.642
C: 6.264 -7.533 3.594  -1.342
H: 6.013 -2.947 -4.771  0.301
H: -6.530 -1.949 1.046  0.373
H: 6.887 -2.088 -6.010  0.319
H: 3.582 -8.126 4.042  0.274
H: 3.222 -7.738 2.382  0.237
H: -0.578 -7.282 -6.516  0.356
H: -0.254 -8.277 -4.381  0.190
H: 6.646 6.246 -4.752  0.324
H: 3.910 -0.928 -6.065  0.345
H: -7.404 0.045 0.425  0.306
H: 5.285 -6.646 1.991  0.247
H: -7.939 -2.120 -1.423  0.279
H: -8.206 -2.766 0.975  0.357
H: 6.582 5.756 -2.500  0.345
H: 4.303 5.923 -1.548  0.340
H: -3.503 8.726 -0.130  0.254
H: -5.885 6.878 0.394  0.366
H: 7.028 -6.786 3.809  0.357
H: 6.456 -8.373 2.927  0.351
H: -7.853 -0.390 -1.920  0.269
H: 3.756 7.090 -2.853  0.329
H: 0.721 -7.061 -2.633  0.248
H: -0.732 -5.706 -6.003  0.353
H: 5.955 -7.849 4.590  0.345
H: -6.422 9.267 -0.400  0.295
H: 0.759 -6.445 -5.682  0.367
H: -5.178 6.959 -1.169  0.364
H: 4.766 -1.243 -4.001  0.316
H: 5.343 -0.621 -6.857  0.308
H: -7.843 -1.488 2.132  0.358
H: 0.655 -5.598 -3.496  0.316
H: -4.136 6.447 0.228  0.335
H: 4.686 0.761 -5.936  0.331
H: 4.300 5.396 -3.220  0.387
H: 5.267 7.417 -4.659  0.295
H: -5.146 9.977 -1.421  0.302

Results
**Charge**: -1
**Multiplicity**: 6
**Calculated total energy**: -170438.5701 eV
**Orbital gap (spin up / spin down)**: 4.653 / 4.838 eV
**HOMO level (spin up / spin down)**: -0.347 / -0.347 Eh